No. 1
DFT (ωB97M-V/def2-TZVPD) results for C35H33IIrNO2P2S4Sb as an isolated structure.

Geometry as XYZ:
```
80
Properties=species:S:1:pos:R:3:forces:R:3:lowdin_spin:R:1
Ir -1.203006 1.546117 1.097486 -0.3 0.2 -0.6 0.039
S -3.537981 0.080114 5.387958 0.0 0.0 0.0 0.421
Sb -3.003807 1.753816 3.966912 0.0 0.0 0.0 0.270
S -0.673504 1.792810 3.319069 0.0 -0.1 0.1 0.100
S -3.510091 1.362553 1.673272 0.0 -0.1 0.0 0.119
C 2.611828 -4.122842 -2.142232 0.0 0.0 0.0 0.000
S 2.868338 -4.466245 -0.388866 0.0 0.0 0.0 0.000
C 3.724765 -2.958513 0.155808 0.0 0.0 0.0 0.000
C 2.818460 -1.929314 0.821146 0.0 0.0 0.0 0.000
C 1.767683 -1.398275 -0.139887 0.0 0.0 0.0 0.000
N 0.863244 -0.403496 0.430532 0.0 0.0 0.1 0.001
P 0.878677 1.277634 0.183083 0.0 -0.2 0.0 0.008
C 2.474235 1.911946 0.720607 0.0 0.0 0.1 0.002
C 3.618088 1.781344 -0.066633 0.0 0.0 0.0 0.000
C 4.845214 2.196287 0.424729 0.0 0.0 0.0 0.000
C 4.932022 2.748958 1.696587 0.0 0.0 0.0 0.000
C 3.794225 2.894039 2.476936 0.0 0.0 0.0 0.000
C 2.563148 2.477360 1.991548 0.0 0.0 -0.1 0.001
C 0.842671 1.528482 -1.606464 0.2 0.0 0.0 0.001
C 1.114638 2.798405 -2.112890 0.1 0.0 0.0 0.000
C 0.909753 3.066622 -3.457282 0.0 0.0 0.0 0.000
C 0.436084 2.071260 -4.301294 0.0 0.0 0.0 0.000
C 0.162836 0.805480 -3.801152 0.1 0.0 0.0 0.000
C 0.357182 0.534218 -2.455035 0.0 0.0 0.0 0.000
P -0.668381 -0.623195 1.161085 0.2 0.0 0.4 0.001
C -1.558245 -1.791890 0.119479 -0.1 0.2 -0.1 0.000
C -2.549164 -1.301296 -0.729782 0.0 -0.1 0.0 0.003
C -3.181307 -2.151092 -1.625292 0.0 0.0 0.0 0.000
C -2.819132 -3.490137 -1.675836 0.0 0.0 0.0 0.000
C -1.837034 -3.985205 -0.826421 0.0 0.0 0.0 0.000
C -1.209159 -3.141625 0.076896 0.0 0.0 0.0 0.000
C -0.424367 -1.468800 2.733696 0.0 -0.1 -0.1 0.002
C -1.472430 -2.205165 3.277837 0.0 0.0 0.0 0.006
C -1.345055 -2.756640 4.544866 0.0 0.0 0.0 0.008
C -0.176170 -2.574787 5.266085 0.0 0.0 0.0 0.002
C 0.865751 -1.827252 4.731021 0.0 0.0 0.0 0.000
C 0.738502 -1.265629 3.472947 0.0 0.0 0.0 0.003
H 2.206148 -5.032866 -2.581293 0.0 0.0 0.0 0.000
H 3.558812 -3.897336 -2.630943 0.0 0.0 0.0 0.000
H 1.906054 -3.310697 -2.312980 0.0 0.0 0.0 0.000
H 4.247348 -2.536613 -0.706102 0.0 0.0 0.0 0.000
H 4.487734 -3.285833 0.861685 0.0 0.0 0.0 0.000
H 3.423922 -1.099343 1.200967 0.0 0.0 0.0 0.000
H 2.326124 -2.392646 1.677618 0.0 0.0 0.0 0.000
H 1.166533 -2.232024 -0.511978 0.0 0.0 0.0 0.000
H 2.256615 -0.952620 -1.013105 0.0 0.0 0.0 0.000
H 3.546472 1.364510 -1.064571 0.0 0.0 0.0 0.000
H 5.733261 2.096047 -0.185519 0.0 0.0 0.0 0.000
H 5.891195 3.077751 2.075315 0.0 0.0 0.0 0.000
H 3.861587 3.339934 3.460372 0.0 0.0 0.0 0.000
H 1.668924 2.604041 2.588934 0.0 0.0 0.0 0.002
H 1.460823 3.584234 -1.451452 0.0 0.0 0.0 0.000
H 1.107857 4.057499 -3.843723 0.0 0.0 0.0 0.000
H 0.268963 2.285921 -5.348668 0.0 0.0 0.0 0.000
H -0.214142 0.031114 -4.457169 0.0 0.0 0.0 0.000
H 0.100933 -0.442359 -2.061230 0.0 0.0 0.0 0.000
H -2.841027 -0.260261 -0.672549 0.0 0.0 0.0 0.004
H -3.961239 -1.769266 -2.272717 0.0 0.0 0.0 0.000
H -3.312843 -4.155201 -2.372819 0.0 0.0 0.0 0.000
H -1.563789 -5.031838 -0.860698 0.0 0.0 0.0 0.000
H -0.452736 -3.533605 0.747628 0.0 0.0 0.0 0.000
H -2.394106 -2.337484 2.723324 0.0 0.0 0.0 0.001
H -2.167227 -3.315180 4.971467 0.0 0.0 0.0 0.001
H -0.080857 -3.003196 6.255278 0.0 0.0 0.0 0.000
H 1.770893 -1.668986 5.302847 0.0 0.0 0.0 0.000
H 1.536338 -0.654304 3.069107 0.0 0.0 0.0 0.001
I -5.301682 0.752340 -4.611196 0.0 0.0 0.0 0.000
C -4.364334 1.880037 -3.123561 0.0 0.0 0.0 0.000
C -3.021750 1.668555 -2.858868 -0.1 -0.1 -0.1 0.001
C -2.414990 2.393125 -1.842498 0.1 0.0 0.1 0.001
C -3.126531 3.328913 -1.105212 -0.1 0.0 0.1 0.001
C -4.459763 3.561286 -1.418171 0.0 0.0 0.0 0.000
C -5.088839 2.828467 -2.412327 0.0 0.0 0.0 0.000
C -2.490524 4.089985 0.038494 0.2 0.1 -0.1 0.000
O -2.905734 5.186703 0.341335 -0.1 0.0 0.0 0.000
O -1.436670 3.523198 0.570538 0.0 0.2 0.1 0.002
H -2.451822 0.950472 -3.434721 -0.1 0.0 0.1 0.000
H -1.357258 2.246319 -1.652837 -0.2 0.1 0.0 0.001
H -5.001006 4.305974 -0.850230 0.0 0.0 0.0 0.000
H -6.136217 2.989206 -2.628293 0.0 0.0 0.0 0.000
```
Forces are in eV/Å.

Summary:
orbital gap (alpha / beta) = 6.32 / 5.74 eV
net charge = 0
multiplicity = 2
E_LUMO (alpha / beta) = -0.044 / -0.075 hartree
ΔE to the lowest compared entry with this formula, charge and spin = 0.0 kcal per mole


No. 2
DFT (ωB97M-V/def2-TZVPD) results for an isolated ion of composition C35H33N4 and charge +1.

Geometry as XYZ:
```
72
Properties=species:S:1:pos:R:3:forces:R:3:mulliken_charge:R:1
C 3.494456 -2.635912 -2.508649 -0.1 -0.2 0.0 -0.958
N 3.223913 -1.524503 -1.622329 -0.2 0.6 0.1 0.199
C 1.984570 -1.243312 -1.113457 0.6 0.5 0.7 -1.399
C 2.061473 -0.168480 -0.237705 0.4 -0.3 -0.8 0.757
C 0.908167 0.178880 0.665018 1.2 -1.3 0.5 0.785
C 1.262541 1.014815 1.872512 0.5 0.0 0.9 -0.214
C 2.385546 0.692659 2.634133 -1.2 0.5 -0.3 -1.028
N 2.411238 1.440552 3.781284 -0.4 -0.1 -0.5 0.159
C 3.428835 1.297054 4.798742 0.3 -0.2 0.0 -0.922
C 1.279094 2.247418 3.827217 0.2 -0.9 -0.2 -0.113
C 0.859341 3.042173 4.889760 -0.8 0.4 -0.3 -1.122
C -0.372376 3.705115 4.737366 0.8 -0.2 0.3 -0.617
C -1.133091 3.536926 3.570902 0.1 -0.4 -0.5 -1.115
C -0.722750 2.665243 2.545420 -0.1 0.6 0.6 0.150
C 0.502505 1.995152 2.646349 0.8 -0.2 0.5 0.720
N -0.192801 0.665996 -0.083024 -2.1 -0.2 -0.8 0.741
C -1.207079 -0.041568 -0.613678 0.4 2.2 -0.1 -0.567
C -1.288240 -1.456503 -0.951053 -0.4 -1.1 0.1 0.662
C -0.999452 -2.539186 -0.088928 -0.3 0.4 -0.5 0.372
C -1.296525 -3.833776 -0.521644 0.2 0.1 0.2 -0.954
C -1.840326 -4.061049 -1.789986 -0.1 0.0 -0.1 -0.513
C -2.047025 -2.999607 -2.676746 0.3 -0.4 0.1 -1.023
C -1.736847 -1.718065 -2.270036 0.0 0.6 0.4 -0.362
N -2.174815 0.814196 -1.084167 0.9 -1.1 -0.1 0.522
C -3.600932 0.549851 -0.778458 -0.4 -0.2 0.2 -1.123
C -4.449917 -0.288897 -1.708572 -0.2 -0.1 -0.3 0.348
C -4.798459 -1.593270 -1.337789 0.1 0.1 -0.1 -0.136
C -5.624868 -2.369532 -2.145947 -0.1 0.0 -0.2 -0.696
C -6.146535 -1.837428 -3.331662 0.2 0.2 0.3 -0.474
C -5.858751 -0.510300 -3.675720 0.1 -0.1 0.0 -0.596
C -5.004193 0.256118 -2.874143 0.0 -0.3 0.0 -0.327
C -1.684882 2.184999 -0.983126 -0.4 0.5 0.0 -0.831
C -0.222357 2.022370 -0.625573 0.4 0.1 -0.4 -0.853
C 3.427308 0.308464 -0.271530 -0.1 -0.9 -0.5 0.929
C 4.138552 1.330661 0.354990 0.8 0.5 0.2 -0.035
C 5.540917 1.303991 0.308401 -0.6 0.2 -0.1 -0.938
C 6.219015 0.319033 -0.431842 -0.4 -0.6 -0.5 -0.660
C 5.524235 -0.654602 -1.170578 0.4 0.8 0.3 -0.820
C 4.138947 -0.610672 -1.100642 -0.7 -0.5 0.3 -0.263
H 4.510494 -2.535489 -2.894143 -0.2 -0.1 -0.1 0.368
H 3.396681 -3.592950 -1.972044 0.1 0.3 -0.2 0.312
H 2.777646 -2.621394 -3.343811 0.3 0.0 0.2 0.319
H 1.123074 -1.859064 -1.350842 0.4 0.1 0.0 0.567
H 0.610126 -0.796627 1.082561 -0.3 0.4 -0.2 -0.228
H 3.143404 -0.060489 2.428033 -0.2 0.4 0.1 0.660
H 3.242087 2.018929 5.601132 0.2 -0.3 -0.2 0.308
H 3.416651 0.269771 5.192487 -0.1 0.4 0.1 0.325
H 4.418364 1.465984 4.351810 -0.2 0.1 0.2 0.306
H 1.464857 3.106611 5.795222 -0.3 0.2 -0.3 0.258
H -0.733032 4.352626 5.544355 0.1 -0.3 -0.4 0.385
H -2.067859 4.095563 3.470995 0.3 -0.3 0.0 0.398
H -1.353492 2.517379 1.682373 -0.2 0.0 0.1 0.418
H -0.550813 -2.340678 0.887418 -0.4 -0.3 -0.2 0.517
H -1.092811 -4.673973 0.147164 -0.1 0.3 -0.3 0.468
H -2.109164 -5.076111 -2.094176 0.2 0.3 0.1 0.441
H -2.454889 -3.163529 -3.678503 0.2 0.0 0.4 0.468
H -1.845184 -0.877992 -2.961449 -0.2 -0.3 0.3 0.573
H -4.053576 1.541673 -0.704566 0.1 -0.1 0.1 0.772
H -3.638201 0.084679 0.216714 -0.1 0.2 -0.1 0.297
H -4.393385 -2.008735 -0.411763 -0.1 0.1 -0.2 0.341
H -5.870105 -3.393641 -1.851204 0.1 0.4 -0.1 0.397
H -6.784387 -2.454130 -3.970354 0.2 0.3 0.2 0.411
H -6.309583 -0.072885 -4.570937 0.2 -0.1 0.3 0.379
H -4.776716 1.288712 -3.147063 -0.1 -0.3 0.0 0.396
H -1.827635 2.694268 -1.938127 0.0 0.1 0.2 0.311
H -2.217455 2.725787 -0.200643 -0.2 0.0 0.0 0.523
H 0.394617 2.045358 -1.544566 -0.1 0.0 0.5 0.377
H 0.161922 2.736936 0.099244 -0.1 0.0 -0.1 0.692
H 3.597165 2.135586 0.864082 0.4 -0.4 -0.1 0.499
H 6.116475 2.061492 0.856303 -0.3 -0.3 -0.4 0.399
H 7.301496 0.322039 -0.451532 0.0 0.0 0.0 0.400
H 6.014778 -1.420736 -1.769277 0.1 0.3 0.2 0.260
```
Forces are in eV/Å.

Summary:
orbital gap = 6.73 eV
net charge = +1
E_LUMO = -0.124 hartree
SMILES = Cn1cc(C(c2cn(C)c3ccccc23)[N+]2=C(c3ccccc3)N(Cc3ccccc3)CC2)c2ccccc21
ΔE to the lowest compared entry with this formula, charge and spin = 0.0 kcal per mole